[1]
Computed, not measured: a molecular structure, C14H39InO18P4, with ωB97M-V/def2-TZVPD.

Structure (XYZ):
```
76
C14H39InO18P4 ωB97M-V/def2-TZVPD
In -0.674 -1.026 0.454
C -5.025 3.223 -1.549
C -3.929 2.297 -1.171
O -4.258 1.168 -0.829
O -2.754 2.658 -1.265
H -6.026 2.803 -1.449
H -4.838 3.479 -2.593
H -4.730 4.109 -0.988
C 3.918 -0.703 5.061
O 2.957 -1.298 6.014
P 1.991 -2.568 5.686
O 1.253 -2.523 4.426
O 3.056 -3.814 5.688
C 2.774 -5.211 5.834
O 1.122 -2.780 6.967
C 1.611 -2.705 8.328
H 3.602 0.325 4.885
H 3.971 -1.111 4.052
H 4.957 -0.621 5.380
H 3.283 -5.785 5.060
H 1.716 -5.458 5.745
H 3.203 -5.472 6.801
H 1.493 -1.665 8.633
H 2.659 -2.933 8.526
H 1.191 -3.440 9.014
C -3.575 -1.521 -5.564
O -3.738 -2.907 -5.504
P -2.880 -3.866 -4.455
O -2.492 -3.311 -3.117
O -1.707 -4.410 -5.497
C -0.799 -5.349 -5.024
O -3.911 -5.108 -4.389
C -3.628 -6.424 -4.676
H -4.439 -0.875 -5.410
H -3.044 -1.152 -6.442
H -2.910 -1.303 -4.729
H -0.875 -6.236 -5.652
H -0.873 -5.611 -3.968
H 0.212 -4.991 -5.219
H -3.296 -6.588 -5.701
H -4.599 -6.901 -4.539
H -2.992 -6.797 -3.873
C 3.589 2.264 -3.938
O 2.554 2.213 -4.901
P 1.501 0.908 -4.934
O 1.208 0.245 -3.646
O 2.119 -0.023 -6.182
C 3.362 -0.696 -6.033
O 0.189 1.413 -5.720
C -0.311 2.725 -5.663
H 4.525 2.052 -4.454
H 3.563 1.582 -3.088
H 3.868 3.245 -3.553
H 3.387 -1.719 -6.408
H 3.628 -0.721 -4.976
H 4.063 -0.097 -6.614
H 0.422 3.498 -5.890
H -0.662 3.027 -4.676
H -1.064 2.990 -6.405
C -0.400 3.041 6.232
O -0.573 4.111 5.285
P 0.093 4.165 3.860
O -0.010 2.803 3.169
O -0.684 5.363 3.127
C -2.108 5.326 2.817
O 1.583 4.801 4.114
C 1.949 6.161 4.392
H -1.370 2.748 6.634
H 0.227 3.418 7.040
H -0.091 2.094 5.788
H -2.554 5.882 3.642
H -2.589 4.348 2.854
H -2.313 5.671 1.804
H 2.622 6.323 5.235
H 1.047 6.681 4.714
H 2.252 6.561 3.424
```

Results
Energy relative to the best compared isomer or geometry (same formula, charge and spin)   775.0 kJ/mol
HOMO energy   -14.1 eV
LUMO   -12.630 eV
M   734.16 g mol⁻¹
Total charge   +2

[2]
Computed, not measured: 4 unconnected molecules or ions with the total composition C14H39N8O5P2, with ωB97M-V/def2-TZVPD.

Structure (XYZ):
```
68
C14H39N8O5P2 ωB97M-V/def2-TZVPD
N -0.777 -0.714 0.925
O -0.411 0.469 0.900
O -1.352 -1.245 1.873
O -0.498 -1.422 -0.015
O 4.584 -0.632 1.862
P 5.332 -1.267 2.950
N 5.130 -2.986 3.114
C 5.910 -3.822 2.190
C 3.876 -3.524 3.418
N 4.825 -0.704 4.538
C 5.293 -1.285 5.782
C 3.921 0.374 4.651
N 7.003 -0.881 2.964
C 7.344 0.413 2.464
C 8.000 -1.332 3.919
H 6.160 -4.785 2.637
H 6.826 -3.319 1.881
H 5.300 -3.943 1.295
H 3.497 -3.095 4.345
H 3.952 -4.605 3.535
H 3.163 -3.250 2.640
H 6.175 -0.808 6.209
H 4.534 -1.336 6.562
H 5.691 -2.283 5.595
H 3.569 0.417 5.682
H 4.492 1.256 4.359
H 3.025 0.352 4.032
H 8.432 0.488 2.462
H 7.069 0.520 1.415
H 6.907 1.199 3.080
H 7.930 -0.800 4.867
H 8.994 -1.350 3.471
H 7.697 -2.373 4.024
O -2.842 1.295 -4.698
P -4.302 1.476 -5.007
N -4.574 2.961 -5.845
C -4.063 3.006 -7.224
C -4.296 4.111 -5.018
N -5.389 1.480 -3.719
C -4.974 0.656 -2.567
C -6.835 1.802 -3.774
N -4.965 0.184 -6.026
C -6.337 0.275 -6.609
C -4.193 -1.081 -6.283
H -3.099 2.498 -7.263
H -3.893 4.047 -7.499
H -4.827 2.552 -7.855
H -4.808 4.048 -4.058
H -4.534 5.030 -5.552
H -3.219 4.123 -4.850
H -4.209 1.196 -2.008
H -5.815 0.676 -1.874
H -4.709 -0.360 -2.860
H -7.183 2.206 -2.823
H -6.918 2.506 -4.602
H -7.478 0.926 -3.858
H -6.726 1.268 -6.833
H -6.315 -0.281 -7.547
H -7.080 -0.165 -5.945
H -4.871 -1.920 -6.438
H -3.560 -1.357 -5.439
H -3.648 -1.085 -7.227
C -2.962 0.735 6.566
C -2.064 0.682 7.743
N -1.282 0.685 8.596
H -3.868 1.342 6.560
H -3.298 -0.301 6.555
H -2.458 1.058 5.655
```

Results
Energy relative to the best compared isomer or geometry (same formula, charge and spin)   147.6 kJ/mol
HOMO energy   -3.7 eV
LUMO   2.328 eV
M   461.46 g mol⁻¹
Total charge   -1

[3]
Computed, not measured: 10 unconnected molecules or ions with the total composition C14H40BBrN18O13, with ωB97M-V/def2-TZVPD.

Structure (XYZ):
```
87
C14H40BBrN18O13 ωB97M-V/def2-TZVPD
C 4.917 -3.681 1.205
B 3.549 -2.915 1.219
O 3.456 -1.564 1.322
C 2.218 -3.750 1.238
C 1.857 -4.819 0.535
Br 2.660 -5.615 -0.910
C 0.683 -5.450 1.208
O 0.436 -6.611 1.274
O 0.158 -4.517 2.061
C 1.009 -3.426 2.053
O 0.676 -2.370 2.487
H 5.057 -4.363 0.364
H 5.791 -3.028 1.261
H 4.935 -4.320 2.097
H 4.170 -1.085 0.880
N 1.073 1.489 -1.145
C 1.518 0.338 -0.596
N 1.566 0.332 0.764
O 1.845 -0.654 -1.257
H 0.802 2.252 -0.549
H 0.996 1.578 -2.148
H 1.869 -0.510 1.222
H 1.294 1.132 1.308
N -1.368 -4.412 -2.451
C -0.624 -3.548 -1.684
N 0.001 -2.554 -2.354
O -0.555 -3.696 -0.468
H -1.454 -4.329 -3.445
H -1.845 -5.155 -1.975
H 0.599 -1.905 -1.845
H -0.090 -2.438 -3.345
N 1.197 2.664 -6.107
C 0.744 2.869 -4.834
N 0.444 4.163 -4.512
O 0.608 1.955 -4.040
H 1.313 3.399 -6.778
H 1.425 1.722 -6.364
H 0.091 4.335 -3.588
H 0.540 4.929 -5.150
N 5.418 -9.777 -2.000
C 4.855 -8.774 -1.255
N 3.744 -9.126 -0.541
O 5.313 -7.645 -1.233
H 5.057 -10.711 -2.033
H 6.234 -9.546 -2.535
H 3.300 -8.409 0.004
H 3.350 -10.047 -0.549
N 2.538 4.930 2.152
C 1.639 4.795 1.133
N 1.619 5.801 0.230
O 0.898 3.819 1.057
H 3.144 5.723 2.243
H 2.570 4.201 2.839
H 0.938 5.740 -0.505
H 2.213 6.611 0.279
N -2.051 3.281 1.108
C -2.865 4.262 0.664
N -4.202 3.933 0.681
O -2.481 5.357 0.265
H -2.401 2.384 1.410
H -1.059 3.446 1.114
H -4.855 4.620 0.360
H -4.521 3.035 0.997
N -2.827 -1.425 2.358
C -3.669 -0.380 2.141
N -4.991 -0.629 2.358
O -3.259 0.713 1.765
H -3.141 -2.330 2.651
H -1.849 -1.280 2.180
H -5.626 0.129 2.197
H -5.353 -1.517 2.662
N -8.803 -1.239 2.979
C -8.447 -2.542 3.194
N -9.483 -3.399 3.436
O -7.289 -2.923 3.173
H -9.752 -0.917 2.994
H -8.069 -0.582 2.802
H -9.253 -4.361 3.597
H -10.444 -3.114 3.459
N 2.835 9.618 -1.837
C 2.448 9.780 -0.535
N 2.317 11.072 -0.116
O 2.232 8.836 0.206
H 3.015 10.382 -2.459
H 2.940 8.679 -2.173
H 2.029 11.218 0.833
H 2.485 11.865 -0.705
```

Results
SMILES   CB(O)C1=C(Br)C(=O)OC1=O.NC(N)=O.NC(N)=O.NC(N)=O.NC(N)=O.NC(N)=O.NC(N)=O.NC(N)=O.NC(N)=O.NC(N)=O
HOMO energy   -8.4 eV
LUMO   0.178 eV
M   759.30 g mol⁻¹
Total charge   0

no.,largest force on an atom (eV/A),orbital gap (eV)
1,4.95,1.463
2,4.55,6.035
3,1.05,8.564